Model w:
Below is a 2-piece molecular cluster, C4H9O2 overall, with properties calculated with ωB97M-V/def2-TZVPD.

Output
charge	-1
frontier orbital gap	0.28180	Ha
multiplicity	1

Each line ends with the Löwdin charge.
CARTESIAN COORDINATES (ANGSTROEM)
H 2.08 -1.71 -0.66  0.04
O -2.86 0.09 0.34  -0.13
O -1.33 1.62 0.97  -0.12
C -1.94 0.92 0.13  -0.80
C -1.58 1.16 -1.40  -0.05
H 0.36 -1.39 -0.33  0.05
H -0.89 0.35 -1.66  0.04
H 1.82 0.63 0.59  0.06
H 2.62 -0.60 1.58  0.05
H -2.52 1.19 -1.94  0.04
C 1.35 -1.45 0.10  -0.18
H 0.84 -0.23 1.80  0.06
C 1.67 -0.32 1.11  -0.16
H 1.49 -2.40 0.66  0.05
H -1.12 2.14 -1.28  0.04

=====

Model x:
Below is C4H9O2 as an isolated structure, with properties calculated with ωB97M-V/def2-TZVPD.

Output
charge	-1
frontier orbital gap	0.24304	Ha
multiplicity	1

Each line ends with the Löwdin charge.
CARTESIAN COORDINATES (ANGSTROEM)
C -1.32 1.96 0.25  -0.60
H 0.51 -0.72 -1.04  0.18
C 0.24 -1.53 -0.01  -0.37
H -2.40 2.28 0.21  0.06
H -1.83 -0.19 0.86  0.08
C 0.27 -0.11 0.01  -0.09
H 1.10 0.47 0.47  0.14
H -1.72 0.07 -0.77  0.08
O -0.65 2.47 1.26  -0.34
H -0.94 2.27 -0.86  0.09
H 3.95 -1.79 -0.34  0.02
C -1.24 0.39 0.17  -0.21
H -0.77 -2.02 -0.06  0.13
O 1.26 -2.33 -0.15  -0.18
H 3.54 -1.22 -0.01  0.02

=====

Model y:
Below is a 2-piece molecular cluster, C4H9O2 overall, with properties calculated with ωB97M-V/def2-TZVPD.

Output
charge	-1
frontier orbital gap	0.27481	Ha
multiplicity	1

Each line ends with the Löwdin charge.
CARTESIAN COORDINATES (ANGSTROEM)
C 0.02 -0.77 1.61  -0.18
O 0.78 -1.60 -2.41  -0.11
C 0.12 0.51 -1.49  -0.06
H 1.10 -0.96 1.57  0.07
H 0.75 1.40 -1.49  0.06
H -1.40 0.84 1.88  0.06
C 0.22 -0.51 -2.67  -0.80
H 0.06 1.30 1.15  0.05
O -0.35 -0.15 -3.72  -0.12
H 0.30 -0.09 -0.60  -0.01
H -0.92 0.83 -1.46  0.06
H 0.12 0.98 2.90  0.05
C -0.32 0.68 1.96  -0.17
H -0.13 -0.90 0.53  0.03
H -0.37 -1.56 2.25  0.06

=====

Which of them is the most stable, and which is the least stable? model w and model x, in that order.

=====

Model w:
Below is C18H37IrOP3S as an isolated structure, with properties calculated with ωB97M-V/def2-TZVPD.

Output
charge	+4
<S²>	8.778
frontier orbital gap (spin up / spin down)	0.23722 / 0.20281	Ha
multiplicity	6

Each line ends with the Löwdin charge.
CARTESIAN COORDINATES (ANGSTROEM)
C -0.56 -3.55 1.71  -0.21
C -0.30 -0.35 2.38  -0.41
C -2.27 1.55 0.66  -0.70
C -3.27 1.35 1.64  -0.07
H 1.31 -4.63 -0.35  0.09
H -2.06 -3.23 -0.74  0.07
H -0.39 -4.62 1.56  0.08
Ir 0.03 -0.41 0.55  0.73
H 3.82 -0.21 -0.70  0.02
H -4.53 1.31 -2.35  0.13
C 2.59 -1.38 2.74  -0.19
H 3.23 1.20 -1.69  0.04
S -2.00 0.31 -0.51  0.77
H -4.21 2.21 3.40  0.16
H 2.72 1.89 -3.26  0.09
H 2.08 -0.93 3.60  0.06
H 3.67 -1.40 2.94  0.09
H 4.63 -0.67 0.81  0.09
H -0.05 -3.22 2.62  0.05
P 1.02 0.48 -2.45  0.84
C 2.67 1.32 1.72  -0.21
H -0.72 -4.24 -1.38  0.08
H 3.73 1.37 2.01  0.09
C 1.63 -1.16 -2.89  -0.17
H -0.95 -2.57 -1.98  0.03
H -1.21 4.65 1.52  0.15
C -4.41 1.56 -1.29  0.11
H -0.69 1.83 -3.45  0.06
H 2.02 2.54 -1.75  0.07
H 2.34 -3.59 0.68  0.06
C -0.06 1.00 -3.79  -0.19
C 3.73 -0.84 0.20  -0.21
C -3.51 2.37 2.58  0.04
H -4.02 3.14 0.10  0.09
C -4.11 2.83 -0.95  0.17
H 0.10 0.59 -1.29  -0.13
H -0.72 0.17 -4.07  0.08
C -1.61 2.78 0.57  -0.09
H 1.78 -1.17 -3.98  0.10
H 3.72 -1.90 -0.10  0.05
C 2.39 1.63 -2.25  -0.17
H 2.10 -3.20 -1.06  0.04
H 2.24 -2.41 2.65  0.05
H -0.97 2.93 -0.31  0.13
H 2.59 -1.38 -2.41  0.05
H -3.79 0.39 1.70  0.14
H -3.01 4.40 3.21  0.17
H 0.91 -1.95 -2.66  0.03
C -1.02 -3.22 -1.10  -0.22
C -1.82 3.76 1.53  0.02
H -4.14 3.65 -1.69  0.15
H -1.64 -3.37 1.79  0.07
C -2.82 3.59 2.49  0.07
C 1.62 -3.59 -0.15  -0.21
P 0.07 -2.66 0.24  0.64
P 2.28 -0.39 1.21  0.67
H 2.49 2.00 0.88  0.04
O -0.50 -0.31 3.53  0.16
H 0.57 1.30 -4.64  0.09
H 2.05 1.61 2.57  0.06
H -4.79 0.81 -0.55  0.12

=====

Model x:
Below is C18H37IrOP3S as an isolated structure, with properties calculated with ωB97M-V/def2-TZVPD.

Output
charge	+4
<S²>	8.770
frontier orbital gap (spin up / spin down)	0.19437 / 0.18106	Ha
multiplicity	6

Each line ends with the Löwdin charge.
CARTESIAN COORDINATES (ANGSTROEM)
H -0.68 -2.67 -1.91  0.04
C 6.05 0.14 -0.58  0.03
C 3.26 -1.63 0.67  -0.20
H 2.73 -2.96 -1.91  0.09
Ir 0.78 0.84 -0.31  0.79
H -0.27 2.95 -2.64  0.05
C 3.93 3.25 0.25  -0.17
C 0.49 4.27 0.38  -0.20
C 3.82 1.17 -0.95  -0.35
C 3.96 0.84 -2.38  0.07
C -2.78 0.29 -1.00  -0.22
H 0.94 4.76 -0.48  0.07
H -2.11 3.88 1.13  0.08
H 6.52 2.75 0.72  0.06
H 3.49 3.90 1.00  0.11
C -1.01 3.30 -1.90  -0.21
H 3.30 -0.84 1.43  0.07
H -1.55 2.34 1.86  0.06
H 4.66 3.80 -0.36  0.12
H 4.13 -1.52 0.01  0.04
H 2.82 2.98 -1.55  0.15
P -0.45 2.83 -0.23  0.71
H -0.05 -0.42 -3.63  0.05
H 2.06 2.22 -0.08  -0.05
C -1.45 -2.07 -1.42  -0.23
H -2.40 -2.24 -1.95  0.09
C -1.86 2.83 0.93  -0.19
H 3.33 -2.60 1.18  0.08
C 5.96 -0.42 -1.88  0.05
H 0.31 -3.58 -0.19  0.06
P 1.68 -1.52 -0.25  0.79
H -1.07 4.39 -1.95  0.09
C 3.02 2.43 -0.63  -0.26
S 5.38 2.19 1.13  1.30
O -0.17 0.06 2.44  0.16
H -2.91 0.22 0.09  0.06
H 1.20 -2.30 -2.55  0.05
H 0.09 -2.57 1.27  0.06
H -2.73 2.32 0.52  0.04
H 4.98 -0.33 -3.81  0.17
C 4.96 0.01 -2.78  0.07
H 6.85 -0.10 0.12  0.17
H 6.68 -1.15 -2.20  0.15
H -0.21 4.95 0.88  0.09
C 0.24 0.40 1.40  -0.43
H -2.98 1.31 -1.32  0.03
H 3.19 0.32 -0.55  0.05
H 3.11 1.12 -3.01  0.16
H -1.83 -0.47 -3.75  0.09
C 2.10 -2.07 -1.96  -0.20
H -0.99 1.09 -3.48  0.03
H -1.99 2.86 -2.12  0.05
H -1.58 -2.42 -0.39  0.06
C 5.12 1.08 -0.21  -0.38
H 1.55 -3.55 1.08  0.08
H 1.26 3.95 1.09  0.04
C -0.98 0.02 -3.25  -0.22
P -1.07 -0.25 -1.43  0.72
H 2.65 -1.27 -2.47  0.02
H -3.52 -0.37 -1.47  0.08
C 0.82 -2.94 0.54  -0.19

=====

Which of them is the most stable, and which is the least stable? model w and model x, in that order.

=====

Model w:
Below is CHInO3 as an isolated structure, with properties calculated with ωB97M-V/def2-TZVPD.

Output
charge	+1
<S²>	0.757
frontier orbital gap (spin up / spin down)	0.35994 / 0.19575	Ha
multiplicity	2

Each line ends with the Löwdin charge.
CARTESIAN COORDINATES (ANGSTROEM)
O 0.37 0.68 0.01  -0.16
H -1.15 -1.85 0.30  0.15
O -1.85 0.36 0.06  0.19
In 2.07 -0.09 0.04  1.47
C -0.69 -0.03 -0.03  -0.72
O -0.41 -1.36 -0.07  0.06

=====

Model x:
Below is CHInO3 as an isolated structure, with properties calculated with ωB97M-V/def2-TZVPD.

Output
charge	+1
<S²>	0.756
frontier orbital gap (spin up / spin down)	0.40898 / 0.30936	Ha
multiplicity	2

Each line ends with the Löwdin charge.
CARTESIAN COORDINATES (ANGSTROEM)
O -0.31 1.03 1.30  0.19
C -0.46 0.44 0.09  -0.76
O 0.18 -0.54 -0.21  -0.01
O -1.22 0.97 -0.69  0.37
In 1.45 -2.38 -2.20  1.08
H 0.36 0.48 1.71  0.13

=====

Which of them is the most stable, and which is the least stable? model x and model w, in that order.

=====

Model w:
Below is C5H10S as an isolated structure, with properties calculated with ωB97M-V/def2-TZVPD.

Output
charge	0
frontier orbital gap	0.34330	Ha
multiplicity	1

Each line ends with the Löwdin charge.
CARTESIAN COORDINATES (ANGSTROEM)
C 1.14 -0.85 0.29  -0.10
H -0.84 -1.71 -0.54  0.03
H 0.76 -1.94 0.22  0.09
H 1.55 1.62 0.08  0.10
C -1.15 0.24 1.14  -0.46
S -2.41 0.08 -0.09  0.78
C 0.03 0.11 0.07  -0.76
H -1.05 1.27 1.55  0.08
H 1.57 -0.72 1.49  0.16
H -0.06 2.29 -0.58  0.14
C -0.88 -0.71 -0.92  -0.35
H 0.98 1.05 -1.43  0.08
C 0.61 1.30 -0.44  -0.12
H -0.99 -0.63 1.85  0.10
H 1.88 -0.72 -0.54  0.09
H -1.14 -0.67 -2.14  0.15

=====

Model x:
Below is one molecule with the formula C5H10S, with properties calculated with ωB97M-V/def2-TZVPD.

Output
charge	0
frontier orbital gap	0.36424	Ha
multiplicity	1
SMILES string	CC1(S)CCC1

Each line ends with the Löwdin charge.
CARTESIAN COORDINATES (ANGSTROEM)
H -0.09 -0.18 -2.47  0.07
H 2.39 1.16 0.48  -0.15
C 0.57 -0.94 -0.57  -0.21
S 1.31 1.71 0.03  0.85
H 1.63 -1.04 -0.83  0.11
H -0.59 1.02 2.10  0.07
C -0.43 -0.64 -1.61  -0.13
H -0.81 -0.70 1.88  0.08
H -1.25 -1.31 -1.90  0.10
C 0.33 0.32 0.30  -0.89
C -0.96 0.57 -0.59  -0.15
H 0.28 -1.81 -0.02  0.10
H 0.74 -0.10 2.46  0.09
C -0.09 0.13 1.74  -0.13
H -1.11 1.53 -0.98  0.06
H -1.92 0.29 -0.04  0.12

=====

Model y:
Below is one molecule with the formula C5H10S, with properties calculated with ωB97M-V/def2-TZVPD.

Output
charge	0
frontier orbital gap	0.36757	Ha
multiplicity	1
SMILES string	CC1(CS)CC1

Each line ends with the Löwdin charge.
CARTESIAN COORDINATES (ANGSTROEM)
H -0.78 -0.58 2.25  0.10
S 0.42 0.62 -2.46  0.70
H -1.63 0.92 1.58  0.12
H 1.24 1.56 -0.35  0.09
H 1.89 -0.44 1.14  0.08
H -1.95 -0.42 -0.64  0.08
H 1.81 -0.99 -0.50  0.03
C -1.33 -0.81 0.13  -0.11
C -0.99 0.02 1.36  -0.10
C 1.28 -0.95 0.39  -0.05
H -1.28 -1.86 0.16  0.08
C 0.25 1.15 -0.69  -0.48
H 0.54 1.86 -2.85  -0.18
C 0.04 -0.06 0.22  -0.55
H 1.02 -1.93 0.78  0.08
H -0.53 1.92 -0.50  0.09

=====

Model z:
Below is one molecule with the formula C5H10S, with properties calculated with ωB97M-V/def2-TZVPD.

Output
charge	0
frontier orbital gap	0.35097	Ha
multiplicity	1
SMILES string	C=C(C)CSC

Each line ends with the Löwdin charge.
CARTESIAN COORDINATES (ANGSTROEM)
H -1.90 -1.14 -1.23  0.08
H 0.45 -0.41 1.31  0.09
C -1.42 1.63 0.10  0.01
C -2.17 -0.67 -0.28  -0.08
H 3.91 0.07 -0.18  0.04
H -2.46 1.99 -0.12  0.08
C 0.28 -0.22 0.23  -0.47
S 1.60 0.93 -0.28  0.79
H -2.20 -1.52 0.41  0.08
H 0.45 -1.15 -0.30  0.07
C 2.88 -0.31 0.01  -0.43
H 2.70 -1.06 -0.74  0.02
H 2.83 -0.68 1.01  0.03
H -3.18 -0.21 -0.25  0.09
C -1.11 0.34 0.04  -0.45
H -0.65 2.39 0.27  0.04

=====

Which of them is the most stable, and which is the least stable? model z and model w, in that order.